{"formula": "C10H10Cl2CoO4", "method": "ωB97M-V/def2-TZVPD", "spin_multiplicity": 4, "relative_energy_kcal_mol": 0.0, "total_charge": -2, "e_tot_ha": -2990.8528, "s_squared": 3.769, "homo_energy_ha": [-0.021, -0.021], "orbital_gap_ev": [5.93, 5.78], "largest_force_ha_per_bohr": 0.080, "e_lumo_ev": [5.35, 5.20], "elements": ["C", "C", "C", "H", "C", "C", "H", "H", "H", "H", "Co", "Cl", "C", "C", "C", "H", "C", "C", "H", "H", "H", "H", "O", "Cl", "O", "O", "O"], "xyz": [[1.29, -0.36, 2.64], [1.05, 0.81, 1.84], [1.64, 0.55, 0.50], [0.60, 1.76, 2.15], [2.25, -0.76, 0.59], [2.03, -1.31, 1.89], [2.63, -2.10, 2.33], [1.09, -0.46, 3.71], [1.77, 1.28, -0.30], [2.95, -1.17, -0.15], [-0.01, -0.33, 0.71], [-2.02, -1.06, 0.62], [-2.84, 1.48, -3.15], [-1.66, 1.50, -3.95], [-0.93, 2.69, -3.63], [-1.36, 0.75, -4.69], [-1.67, 3.40, -2.64], [-2.85, 2.65, -2.34], [-3.63, 2.93, -1.63], [-3.61, 0.70, -3.17], [0.01, 3.01, -4.08], [-1.39, 4.36, -2.20], [-0.13, -5.09, 2.92], [0.93, -4.10, 3.02], [0.80, -3.26, 4.21], [2.21, -4.74, 2.98], [0.85, -3.15, 1.83]], "mulliken_spin": [0.0803, 0.0282, 0.0575, 0.0026, 0.0456, 0.0618, -0.0002, 0.0061, 0.0097, 0.0111, 2.6102, 0.0746, -0.0005, -0.0002, 0.0006, 0.0002, 0.0001, -0.0010, 0.0001, 0.0005, 0.0003, 0.0002, 0.0019, -0.0004, 0.0002, 0.0001, 0.0108]}